Computed, not measured: a cluster of 17 separate species, C81H124N4O41 in total in a non-equilibrium geometry, with wB97M-V/def2-TZVPD.

Properties
HOMO: -0.29443 Ha
E_LUMO: -0.33 eV
Strongest force on any atom: 3.82 eV/Å
Spin multiplicity: 1
Energy: -175904.5328 eV

Last column: Löwdin charge in e.
Atoms and positions in Å:
O (-14.458, -19.151, -23.036)  0.0431
O (-11.525, -12.539, -29.048)  -0.1749
O (-2.034, -12.398, -19.422)  0.1406
O (-9.779, -11.936, -23.886)  -0.1966
O (-9.041, -16.161, -25.753)  0.0109
O (-14.094, -24.592, -24.769)  0.1740
O (-4.582, -19.308, -23.710)  0.1405
O (-13.251, -22.647, -25.622)  0.0535
O (-6.197, -12.468, -31.311)  -0.1304
O (-9.364, -18.115, -24.090)  -0.2370
O (-5.484, -10.717, -28.395)  0.0478
O (-0.953, -9.058, -29.462)  0.0499
O (-13.644, -18.266, -17.351)  0.1503
O (-7.284, -10.479, -29.643)  0.0343
O (-10.650, -20.606, -26.391)  0.0031
O (-4.472, -17.363, -28.030)  -0.2148
O (-11.497, -17.710, -17.186)  0.0683
O (-12.380, -23.514, -23.772)  0.0709
O (-4.005, -21.372, -23.160)  0.0484
O (-5.257, -7.846, -25.949)  -0.2242
O (-6.672, -17.071, -18.414)  0.0100
O (-14.021, -17.602, -30.335)  0.1641
O (-3.025, -9.879, -24.486)  0.0317
O (-2.371, -13.012, -21.597)  0.0575
O (-1.681, -16.445, -20.631)  0.0409
O (-7.046, -12.306, -28.378)  0.1326
O (-7.229, -1.831, -24.974)  -0.2079
O (-8.303, -20.988, -18.630)  0.0847
O (-7.198, -15.973, -20.838)  0.0105
O (-6.280, -16.895, -30.458)  0.0226
O (-11.408, -12.508, -20.277)  0.0459
O (-12.472, -17.615, -19.184)  0.0569
O (-10.330, -20.887, -19.573)  0.0463
O (-12.587, -17.931, -28.628)  0.0515
O (-5.207, -21.470, -26.119)  0.0452
O (-5.340, -20.347, -21.809)  0.0400
O (-8.688, -19.430, -20.187)  0.1437
O (-13.964, -13.784, -24.246)  0.0243
O (-13.114, -15.880, -29.204)  0.0837
O (-5.479, -14.209, -24.267)  -0.1943
O (-4.032, -12.227, -20.377)  0.0686
N (-4.764, -14.702, -28.739)  0.0080
N (-6.540, -4.464, -26.057)  -0.0609
N (-11.634, -12.197, -25.850)  -0.0386
N (-6.838, -16.689, -23.646)  -0.0007
C (-5.429, -16.551, -24.022)  -0.1733
C (-7.150, -17.853, -28.426)  -0.0059
C (-14.303, -17.841, -23.372)  -0.3425
C (-10.653, -11.806, -28.225)  -0.2317
C (-11.087, -17.218, -19.324)  -0.1033
C (-6.572, -21.362, -26.155)  -0.2938
C (-8.306, -15.384, -27.838)  0.0168
C (-7.902, -17.687, -27.236)  0.0106
C (-11.204, -11.278, -26.895)  -0.1858
C (-13.298, -17.175, -29.487)  -0.5873
C (-6.985, -16.770, -29.273)  -0.3134
C (-2.237, -10.349, -28.001)  -0.0180
C (-4.571, -12.418, -21.675)  -0.1107
C (-4.535, -15.972, -18.407)  -0.0110
C (-6.586, -9.267, -29.835)  -0.1310
C (-7.324, -21.127, -25.014)  -0.0163
C (-7.112, -18.098, -23.373)  -0.1808
C (-8.673, -20.896, -25.120)  -0.0320
C (-4.988, -17.783, -19.901)  -0.0133
C (-6.704, -5.913, -26.029)  -0.2013
C (-13.501, -15.598, -22.789)  -0.0058
C (-1.592, -8.094, -27.368)  -0.0001
C (-5.911, -11.093, -31.513)  -0.1186
C (-8.547, -18.393, -22.956)  -0.1821
C (-10.756, -18.079, -23.818)  -0.0421
C (-1.541, -9.179, -28.264)  -0.3407
C (-9.012, -22.216, -18.311)  -0.0913
C (-3.324, -16.557, -28.119)  -0.2054
C (-10.741, -13.312, -25.632)  -0.1993
C (-7.764, -3.762, -26.364)  -0.2307
C (-5.675, -14.177, -29.772)  -0.2310
C (-2.730, -12.556, -20.379)  -0.5914
C (-12.123, -15.799, -28.158)  -0.0852
C (-11.445, -17.175, -28.241)  -0.1197
C (-14.633, -15.967, -24.901)  -0.0131
C (-3.566, -15.426, -29.117)  -0.2079
C (-5.144, -21.636, -21.187)  -0.0549
C (-10.255, -14.186, -21.539)  -0.0370
C (-4.519, -18.360, -27.033)  -0.0662
C (-7.211, -21.505, -27.409)  0.0103
C (-9.040, -20.369, -19.543)  -0.5458
C (-5.384, -16.950, -18.857)  -0.3441
C (-14.019, -15.125, -23.981)  -0.3357
C (-4.639, -20.204, -22.919)  -0.5929
C (-8.590, -11.329, -23.426)  -0.1059
C (-13.700, -16.951, -22.502)  -0.0221
C (-10.632, -16.881, -17.915)  -0.1041
C (-10.482, -21.823, -18.529)  -0.1202
C (-8.587, -21.240, -27.479)  -0.0099
C (-8.214, -15.088, -20.644)  -0.2998
C (-11.671, -22.299, -24.019)  -0.1082
C (-12.638, -17.858, -17.861)  -0.5788
C (-3.791, -17.518, -20.542)  -0.0115
C (-2.917, -16.555, -20.057)  -0.3245
C (-14.717, -17.338, -24.605)  -0.0119
C (-7.650, -15.594, -29.041)  -0.0448
C (-9.404, -12.869, -24.922)  -0.1775
C (-5.227, -15.408, -25.010)  -0.1711
C (-2.071, -8.363, -26.083)  -0.0362
C (-9.314, -20.960, -26.341)  -0.2898
C (-8.433, -16.442, -26.927)  -0.3419
C (-8.212, -1.871, -23.986)  -0.1261
C (-6.624, -11.271, -28.820)  -0.5931
C (-9.103, -14.946, -21.700)  -0.0220
C (-9.486, -13.544, -19.335)  -0.0065
C (-10.353, -13.357, -20.443)  -0.3184
C (-5.093, -13.047, -30.607)  -0.1610
C (-6.298, -8.811, -25.833)  -0.0950
C (-5.218, -9.524, -29.162)  -0.0942
C (-4.684, -22.395, -22.426)  -0.1075
C (-8.394, -14.384, -19.436)  0.0040
C (-2.763, -10.563, -26.738)  -0.0096
C (-13.318, -23.705, -24.716)  -0.5394
C (-2.621, -9.583, -25.774)  -0.3347
C (-5.518, -6.603, -25.323)  -0.1961
C (-3.281, -15.774, -18.961)  -0.0057
C (-5.510, -13.092, -25.113)  -0.1069
C (-7.601, -2.235, -26.299)  -0.1927
C (-10.973, -12.888, -30.298)  -0.0995
C (-12.507, -21.605, -25.062)  -0.1568
C (-3.556, -13.355, -22.339)  -0.0902
H (-11.930, -21.133, -25.859)  0.0590
H (-3.690, -14.420, -22.151)  0.1200
H (-8.710, -23.075, -18.907)  0.1276
H (-5.728, -18.466, -20.296)  0.1004
H (-10.798, -15.829, -17.683)  0.1360
H (-11.459, -11.705, -24.977)  0.0942
H (-8.670, -14.420, -27.511)  0.1001
H (-10.556, -13.893, -26.536)  0.0776
H (-15.106, -19.505, -23.655)  0.1049
H (-6.164, -4.030, -25.223)  0.1123
H (-14.890, -15.573, -25.874)  0.1168
H (-12.088, -12.532, -20.955)  0.1051
H (-10.925, -21.403, -17.625)  0.1368
H (-8.544, -3.981, -25.624)  0.1007
H (-12.496, -15.847, -27.133)  0.1213
H (-8.896, -13.718, -24.462)  0.1070
H (-11.126, -14.085, -24.958)  0.1016
H (-7.121, -8.490, -29.286)  0.1393
H (-11.497, -21.707, -23.121)  0.1261
H (-10.890, -14.092, -22.412)  0.1030
H (-7.180, -8.614, -26.451)  0.0863
H (-3.569, -18.890, -26.968)  0.1089
H (-6.801, -18.854, -24.104)  0.0947
H (-8.028, -10.817, -24.212)  0.0700
H (-11.080, -22.678, -18.841)  0.1363
H (-11.976, -10.542, -27.143)  0.1162
H (-10.003, -13.400, -30.287)  0.0824
H (-10.915, -20.570, -27.317)  0.1304
H (-15.039, -17.969, -25.428)  0.1153
H (-7.407, -16.307, -24.393)  0.0869
H (-11.449, -14.955, -28.262)  0.1044
H (-6.736, -21.786, -28.337)  0.1214
H (-6.637, -8.798, -24.791)  0.0863
H (-4.570, -6.074, -25.415)  0.1250
H (-4.585, -12.807, -25.626)  0.0747
H (-6.263, -13.272, -25.890)  0.0813
H (-13.172, -20.835, -24.657)  0.1210
H (-7.140, -16.149, -21.795)  0.0652
H (-11.115, -18.976, -23.311)  0.1015
H (-3.508, -15.781, -30.156)  0.1193
H (-4.804, -15.426, -17.510)  0.1234
H (-10.672, -22.531, -24.396)  0.1136
H (-7.192, -17.007, -19.227)  0.0552
H (-5.457, -17.363, -30.289)  0.1026
H (-3.286, -16.062, -27.139)  0.1076
H (-2.696, -14.926, -18.628)  0.1121
H (-8.805, -0.951, -23.956)  0.0891
H (-4.388, -13.526, -31.289)  0.1313
H (-4.862, -16.344, -23.110)  0.1163
H (-8.474, -1.648, -26.598)  0.1209
H (-4.654, -11.491, -22.243)  0.1236
H (-4.646, -12.338, -29.907)  0.1145
H (-13.064, -14.950, -22.043)  0.1032
H (-13.927, -13.509, -25.167)  0.0905
H (-3.200, -11.492, -26.399)  0.1023
H (-5.831, -10.540, -30.572)  -0.0038
H (-9.219, -20.711, -24.203)  0.1067
H (-4.445, -9.749, -29.897)  0.1267
H (-10.516, -17.967, -19.874)  0.1060
H (-1.175, -7.113, -27.549)  0.1119
H (-6.899, -21.008, -24.026)  0.1034
H (-6.434, -8.999, -30.877)  0.1328
H (-10.585, -17.299, -28.903)  0.1321
H (-8.890, -17.809, -22.099)  0.1045
H (-5.556, -12.882, -21.629)  0.1232
H (-7.924, -18.481, -26.500)  0.1065
H (-5.956, -15.538, -25.820)  0.1177
H (-9.051, -16.937, -25.146)  0.0443
H (-7.623, -1.824, -23.064)  0.0909
H (-4.001, -23.208, -22.193)  0.1385
H (-10.382, -10.884, -28.759)  0.1203
H (-2.621, -14.873, -29.038)  0.1128
H (-1.903, -7.573, -25.360)  0.1188
H (-11.654, -13.531, -30.848)  0.0909
H (-6.802, -1.934, -26.977)  0.1203
H (-5.536, -22.751, -23.008)  0.1265
H (-5.771, -6.834, -24.282)  0.1201
H (-9.674, -12.276, -28.078)  0.0951
H (-8.548, -19.440, -22.643)  0.1045
H (-9.611, -17.257, -17.868)  0.1332
H (-4.943, -11.029, -32.020)  0.1148
H (-10.745, -11.973, -30.857)  0.0886
H (-8.788, -12.428, -25.713)  0.1067
H (-7.748, -14.544, -18.583)  0.1168
H (-5.396, -18.943, -27.321)  0.0528
H (-11.165, -17.863, -24.805)  0.0964
H (-6.681, -18.828, -28.458)  0.0977
H (-8.896, -22.511, -17.270)  0.1315
H (-13.507, -17.277, -21.486)  0.1111
H (-5.837, -12.214, -24.552)  0.0792
H (-6.448, -18.425, -22.564)  0.1023
H (-11.101, -17.463, -27.249)  0.1086
H (-5.956, -15.043, -30.387)  0.0956
H (-8.796, -2.792, -23.940)  0.0809
H (-7.644, -14.731, -29.693)  0.1058
H (-2.388, -11.136, -28.728)  0.1203
H (-2.376, -17.050, -28.347)  0.1292
H (-7.618, -6.216, -25.506)  0.1165
H (-4.867, -18.077, -26.032)  0.0643
H (-3.527, -18.084, -21.427)  0.1067
H (-8.092, -3.942, -27.390)  0.1232
H (-6.076, -21.961, -20.733)  0.1312
H (-0.334, -8.365, -29.683)  0.1098
H (-4.355, -21.660, -20.435)  0.1409
H (-8.932, -10.608, -22.679)  0.0959
H (-4.927, -17.400, -24.496)  0.0694
H (-6.695, -6.297, -27.050)  0.1170
H (-5.285, -15.409, -28.232)  0.0748
H (-4.244, -15.380, -25.487)  0.1160
H (-6.663, -10.630, -32.150)  0.1162
H (-10.963, -17.206, -23.191)  0.0844
H (-3.435, -13.133, -23.393)  0.1171
H (-9.016, -21.244, -28.474)  0.1256
H (-6.592, -13.911, -29.244)  0.0512
H (-7.892, -11.969, -22.875)  0.0825
H (-1.007, -16.047, -20.077)  0.1087
H (-5.938, -9.803, -26.097)  0.0782
H (-9.737, -12.910, -18.495)  0.1204
H (-4.887, -8.689, -28.548)  0.1333
H (-4.777, -21.756, -25.308)  0.0868
H (-11.112, -16.380, -20.027)  0.1143
H (-10.483, -10.560, -26.477)  0.1154
H (-3.020, -9.056, -23.988)  0.0983
H (-8.951, -15.595, -22.551)  0.0963